## A
Entry from the OMol25 dataset: a 2-piece molecular cluster, C4H10NO2 overall (ωB97M-V with the def2-TZVPD basis set).

Element x y z (Å)
C1 -1.45 -1.99 1.17
C2 -0.91 -0.64 0.71
C3 0.33 -0.23 1.50
H1 -0.66 -2.75 1.15
H2 -2.31 -2.35 0.61
H3 -1.74 -1.92 2.23
H4 -1.67 0.14 0.80
H5 -0.65 -0.67 -0.35
H6 0.94 0.47 0.92
H7 0.06 0.23 2.45
H8 0.94 -1.11 1.70
N1 1.63 2.40 -2.38
C4 0.89 1.35 -1.74
O1 1.48 0.25 -1.68
O2 -0.24 1.66 -1.30
H9 2.30 2.01 -3.03
H10 1.08 3.16 -2.74

Properties
- total charge = -1
- E_HOMO (eV) = -4.03

---

## B
Entry from the OMol25 dataset: a 2-piece molecular cluster, C4H10NO2 overall (ωB97M-V with the def2-TZVPD basis set).

Element x y z (Å)
C1 1.97 -0.41 -0.21
N1 0.98 -1.51 -0.04
C2 0.38 -1.89 -1.32
H1 2.83 -0.74 -0.78
H2 1.43 0.46 -0.60
H3 2.39 -0.14 0.75
H4 0.27 -1.07 0.54
H5 -0.09 -1.03 -1.88
H6 -0.39 -2.72 -1.25
H7 1.17 -2.27 -1.97
O1 -1.00 0.64 -0.49
C3 -0.99 1.01 0.74
O2 -0.24 0.48 1.63
C4 -2.00 2.10 1.12
H8 -3.00 1.69 1.18
H9 -1.85 2.46 2.12
H10 -1.85 2.94 0.46

Properties
- total charge = -1
- E_HOMO (eV) = -4.19

---

## C
Entry from the OMol25 dataset: an isolated ion of composition C4H10NO2 and charge -1 (ωB97M-V with the def2-TZVPD basis set).

Element x y z (Å)
O1 0.28 -0.20 -3.13
C1 0.78 -0.06 -1.94
N1 -0.23 0.71 -0.97
C2 -1.04 -0.24 -0.21
C3 -0.31 -0.78 1.02
C4 0.23 0.35 1.89
O2 1.27 1.03 1.23
H1 1.70 0.56 -1.81
H2 0.97 -1.01 -1.40
H3 -0.83 1.04 -1.73
H4 -1.34 -1.09 -0.84
H5 -1.94 0.24 0.18
H6 -1.02 -1.42 1.55
H7 0.53 -1.42 0.75
H8 -0.57 1.02 2.20
H9 0.64 -0.03 2.83
H10 0.89 1.28 0.36

Properties
- total charge = -1
- structure (SMILES) = [O-]CNCCCO
- E_HOMO (eV) = -2.83

---

## D
Entry from the OMol25 dataset: a 2-piece molecular cluster, C4H10NO2 overall (ωB97M-V with the def2-TZVPD basis set).

Element x y z (Å)
C1 -1.87 -0.23 -0.23
O1 -2.69 -0.90 0.67
C2 -0.40 -0.61 0.01
C3 0.51 0.12 -0.87
C4 0.97 1.47 -0.24
O2 2.82 -0.65 0.65
N1 -0.08 -0.58 1.46
H1 -2.01 -0.40 -1.33
H2 -1.99 0.87 -0.18
H3 -0.40 -1.68 -0.31
H4 1.38 -0.52 -0.58
H5 0.15 2.03 0.25
H6 1.37 2.10 -1.09
H7 1.81 1.02 0.37
H8 0.21 0.10 -1.95
H9 -0.73 -1.21 1.97
H10 0.93 -0.91 1.41

Properties
- total charge = -1
- E_HOMO (eV) = -3.33

---

Verdict on stability: D comes out at the bottom.

---

## A
Entry from the OMol25 dataset: an isolated ion of composition C4H10NO2 and charge -1 (ωB97M-V with the def2-TZVPD basis set).

Element x y z (Å)
C1 -0.70 0.62 0.81
C2 0.19 -0.07 1.84
C3 1.66 0.31 1.49
O1 1.88 0.56 0.14
N1 -0.68 -0.16 -0.37
C4 -1.37 -0.07 -1.58
O2 -0.92 -1.20 -2.39
H1 -1.71 0.67 1.28
H2 -0.39 1.65 0.59
H3 0.02 0.37 2.83
H4 0.07 -1.15 1.88
H5 2.02 1.17 2.07
H6 2.32 -0.49 1.89
H7 1.05 0.21 -0.36
H8 -1.17 0.86 -2.13
H9 -2.45 -0.28 -1.45
H10 -0.64 -1.75 -1.64

Properties
- total charge = -1
- E_HOMO (eV) = -2.21

---

## B
Entry from the OMol25 dataset: an isolated ion of composition C4H10NO2 and charge -1 (ωB97M-V with the def2-TZVPD basis set).

Element x y z (Å)
C1 0.19 1.39 -1.38
N1 -0.52 1.27 0.01
C2 -0.27 -0.11 0.61
C3 1.27 -0.25 0.92
O1 1.87 0.78 1.46
C4 -0.94 -1.14 -0.22
O2 -1.15 -2.46 0.57
H1 0.81 0.56 -1.68
H2 -0.58 1.57 -2.12
H3 0.78 2.29 -1.45
H4 -0.06 1.93 0.68
H5 -0.58 0.09 1.62
H6 1.36 -1.27 1.36
H7 1.78 -0.49 -0.19
H8 -1.98 -0.83 -0.42
H9 -0.73 -1.42 -1.23
H10 -1.26 -1.91 1.48

Properties
- total charge = -1
- structure (SMILES) = CN[C@H](C[O-])CO
- E_HOMO (eV) = -2.59

---

## C
Entry from the OMol25 dataset: an isolated ion of composition C4H10NO2 and charge -1 (ωB97M-V with the def2-TZVPD basis set).

Element x y z (Å)
C1 0.16 1.57 -0.98
C2 0.03 0.41 -0.09
C3 1.23 -0.66 -0.10
O1 2.59 0.02 0.02
N1 -1.34 -0.24 -0.17
C4 -1.67 -1.05 1.14
O2 -0.68 -1.92 1.62
H1 0.31 1.27 -2.00
H2 -0.80 2.05 -0.78
H3 1.14 2.05 -0.69
H4 -0.05 0.87 0.94
H5 1.31 -1.45 -0.95
H6 1.09 -1.20 0.82
H7 2.59 0.87 -0.36
H8 -1.35 -0.82 -1.05
H9 -2.64 -1.62 0.75
H10 -1.93 -0.14 1.88

Properties
- total charge = -1
- structure (SMILES) = C[C@H](CO)NC[O-]
- E_HOMO (eV) = -2.85

---

Verdict on stability: B comes out at the bottom.

---

## A
Entry from the OMol25 dataset: H14O7 as an isolated structure (ωB97M-V with the def2-TZVPD basis set).

Element x y z (Å)
O1 -0.44 0.78 -1.38
H1 0.35 1.30 -1.51
H2 -1.15 1.42 -1.34
O2 -0.30 -0.51 0.22
H3 -0.69 0.12 -0.38
H4 0.51 -0.09 0.51
O3 1.39 -1.58 0.04
H5 0.50 -1.23 0.05
H6 1.76 -1.28 -0.79
O4 2.25 1.10 -0.32
H7 1.69 0.75 0.36
H8 1.64 1.46 -0.97
O5 -1.56 -0.47 2.01
H9 -1.02 -0.46 1.22
H10 -1.29 -1.26 2.48
O6 0.84 1.12 0.97
H11 0.59 1.97 1.36
H12 0.85 0.52 1.71
O7 -2.24 -1.02 -1.21
H13 -1.66 -0.68 -1.89
H14 -2.02 -1.95 -1.14

Properties
- total charge = 0
- E_HOMO (eV) = -9.81

---

## B
Entry from the OMol25 dataset: a 7-piece molecular cluster, H14O7 overall (ωB97M-V with the def2-TZVPD basis set).

Element x y z (Å)
O1 -0.33 -0.41 0.20
H1 0.46 0.14 0.28
H2 -0.77 -0.19 1.04
O2 3.54 -1.35 -0.74
H3 3.68 -1.11 0.37
H4 2.67 -1.89 -0.84
O3 1.31 -2.67 -0.45
H5 0.51 -1.99 -0.31
H6 1.01 -3.16 -1.20
O4 -2.11 0.34 -1.49
H7 -1.31 -0.02 -1.05
H8 -2.59 -0.43 -1.69
O5 1.90 0.81 -0.18
H9 1.92 1.49 -0.89
H10 2.35 -0.07 -0.40
O6 -3.05 2.39 0.31
H11 -4.02 1.94 0.57
H12 -2.79 1.66 -0.45
O7 -1.11 0.96 2.35
H13 -1.63 1.53 1.64
H14 -0.59 1.60 2.95

Properties
- total charge = 0
- structure (SMILES) = O.O.O.O.O.O.O
- E_HOMO (eV) = -11.12

---

Verdict on stability: A comes out at the bottom.

---

## A
Entry from the OMol25 dataset: a 7-piece molecular cluster, H14O7 overall (ωB97M-V with the def2-TZVPD basis set).

Element x y z (Å)
O1 1.86 -0.31 -1.66
H1 2.35 0.07 -2.42
H2 1.28 -1.01 -1.97
O2 -0.01 -0.15 0.60
H3 -0.11 -1.08 0.83
H4 0.72 -0.19 -0.07
O3 1.83 2.63 -1.33
H5 2.03 3.31 -1.99
H6 2.11 1.77 -1.61
O4 -2.87 -1.75 0.28
H7 -2.19 -2.43 0.44
H8 -2.33 -0.93 0.25
O5 -0.60 -3.23 0.63
H9 -0.69 -3.73 -0.16
H10 0.13 -3.48 1.18
O6 -0.76 0.88 3.07
H11 -0.77 0.82 2.12
H12 -0.31 1.69 3.22
O7 -0.67 2.74 -0.44
H13 -1.18 1.96 -0.23
H14 0.18 2.45 -0.75

Properties
- total charge = 0
- structure (SMILES) = O.O.O.O.O.O.O
- E_HOMO (eV) = -10.46

---

## B
Entry from the OMol25 dataset: a 7-piece molecular cluster, H14O7 overall (ωB97M-V with the def2-TZVPD basis set).

Element x y z (Å)
O1 1.72 -0.03 3.07
H1 1.04 0.03 2.34
H2 1.43 -0.66 3.76
O2 3.07 0.99 -0.29
H3 2.18 0.65 0.10
H4 2.68 1.60 -0.96
O3 -1.06 -1.85 -0.22
H5 -0.49 -2.43 0.07
H6 -1.57 -2.06 -0.94
O4 0.32 2.43 -1.22
H7 -0.44 2.10 -1.85
H8 -0.23 2.99 -0.66
O5 -0.97 0.66 -2.92
H9 -1.00 1.00 -3.94
H10 -0.05 0.33 -2.68
O6 0.22 0.44 0.52
H11 -0.56 -0.13 0.27
H12 0.24 1.16 -0.11
O7 -2.46 -2.23 2.05
H13 -2.20 -2.12 1.16
H14 -1.88 -2.87 2.46

Properties
- total charge = 0
- structure (SMILES) = O.O.O.O.O.O.O
- E_HOMO (eV) = -10.49

---

Verdict on stability: B comes out at the bottom.